CHF3NO3SYb | wB97M-V/def2-TZVPD

The LUMO energy (spin up / spin down) is -6.271 / -7.893 eV. The charge is +1. The expectation value of S² is 2.007. The total energy is -2175.22140 Ha. The spin multiplicity is 3.

The geometry in XYZ format:
```
11
Properties=species:S:1:pos:R:3:forces:R:3
Yb 2.6448 -0.5762 0.6492 -2.1679 1.5122 0.0614
O 1.0770 0.8456 1.5256 1.8757 -1.2932 -0.1627
N 0.0515 1.4010 1.0042 -0.6157 0.1019 -0.6119
S -0.2385 0.7201 -0.5825 -0.8822 1.6892 -1.6564
O 0.8862 -0.2112 -0.9006 0.8464 -0.0763 0.7942
O -0.6176 1.7383 -1.5455 0.8185 -1.5723 1.6138
C -1.7340 -0.3991 -0.3875 -0.5818 0.2034 -0.2301
F -1.3346 -1.5929 -0.0033 0.2726 -0.4053 0.2259
F -2.5334 0.1257 0.5170 0.0876 0.0868 0.0670
F -2.3548 -0.4801 -1.5461 0.2750 0.0449 0.0880
H 4.1535 -1.5712 1.2694 0.0718 -0.2912 -0.1891
```
Forces are in eV/Å.

Atom charges from the natural (NBO) analysis, given in e for atoms 1 to 5: 2.325, -0.648, -0.171, 1.991, -1.078

---

C12H18Cl5IN3O4PPdS2 | wB97M-V/def2-TZVPD

The LUMO energy is 4.199 eV. The charge is -2. The total energy is -4797.77638 Ha. The spin multiplicity is 1.

The geometry in XYZ format:
```
47
Properties=species:S:1:pos:R:3:forces:R:3
Pd -1.3784 1.1027 -2.1889 0.0237 -0.4063 -0.0219
Cl 1.9298 1.7450 -1.6143 -0.1786 0.1250 -0.0079
C 0.9545 3.0228 -2.2711 0.6749 -0.0100 0.2383
C -0.3731 2.7794 -2.5750 -0.1699 -0.6503 -0.0426
C -1.0514 3.8153 -3.1992 -0.3849 0.5892 -0.3362
Cl -2.6690 3.5365 -3.7493 0.0487 0.0853 -0.0626
C -0.4842 5.0713 -3.4177 -0.0028 0.0240 -0.0705
Cl -1.3926 6.3533 -4.1710 0.1080 -0.1716 0.1029
C 0.8358 5.3027 -3.0395 -0.0929 0.0961 -0.0466
Cl 1.5604 6.8630 -3.2806 -0.0153 -0.0767 0.0112
C 1.5619 4.2628 -2.4781 0.2155 -0.0437 0.0482
Cl 3.2321 4.5214 -2.0430 -0.2287 0.0134 -0.0674
C -2.1522 -1.0562 1.3889 0.0435 -0.0266 -0.0092
N -0.8949 -1.5483 1.9597 -0.2898 0.2117 0.2189
C -1.0032 -2.1999 3.2407 -0.1171 -0.0048 -0.1368
P 0.5263 -1.2651 1.1878 -0.0698 -0.0779 -0.1038
O 0.4728 -0.1094 0.2875 0.0114 0.2440 0.1201
N 0.9212 -2.7100 0.4387 0.1296 -0.2125 -0.1564
C -0.1817 -3.3637 -0.2741 -0.0009 0.0150 -0.0352
C 2.0889 -2.5738 -0.4394 -0.0064 -0.0617 0.0259
N 1.7186 -1.1163 2.3499 0.2356 0.1309 -0.0094
C 2.4936 -2.1884 2.9224 -0.0289 0.0339 -0.0298
C 2.2145 0.2192 2.6465 -0.0749 -0.1156 0.0098
H -2.8576 -1.8840 1.2540 0.0079 0.0352 -0.0130
H -1.9901 -0.5844 0.4188 0.0576 -0.1379 0.1773
H -2.6098 -0.3085 2.0421 0.0009 -0.0250 0.0382
H -1.6239 -3.1033 3.1714 0.0016 -0.0070 0.0124
H -1.4712 -1.5334 3.9760 -0.0123 -0.0032 -0.0003
H -0.0268 -2.4887 3.6216 0.0580 -0.0026 0.0009
H -1.0542 -3.4361 0.3718 0.0026 0.0044 0.0051
H 0.1273 -4.3746 -0.5527 0.0332 -0.0041 -0.0078
H -0.4622 -2.8209 -1.1852 -0.0033 0.0071 0.0348
H 2.8675 -1.9928 0.0563 0.0093 0.0004 0.0309
H 1.8297 -2.0652 -1.3734 -0.0161 0.0199 -0.0170
H 2.4899 -3.5658 -0.6692 -0.0196 0.0037 0.0003
H 2.1070 -3.1496 2.5904 -0.0071 0.0066 -0.0009
H 2.4683 -2.1519 4.0205 -0.0062 -0.0054 -0.0085
H 3.5469 -2.1206 2.6163 0.0165 -0.0077 0.0031
H 1.6033 0.9624 2.1397 -0.0181 -0.0263 -0.0267
H 3.2476 0.3423 2.2984 0.0145 -0.0294 0.0082
H 2.1916 0.4085 3.7262 0.0023 -0.0041 0.0104
O -4.6133 1.1812 -2.4504 -0.5370 0.3198 -0.8979
S -3.9615 0.6826 -1.2730 -0.1841 -0.1047 0.4102
O -4.9016 0.2871 -0.2370 0.3963 -0.2155 0.3089
O -2.9571 -0.3871 -1.6094 0.2686 0.3301 0.0110
S -2.6732 2.1568 -0.5902 0.0654 -0.0534 0.1539
I -0.2059 -0.5183 -4.0439 0.0391 0.1881 0.1274
```
Forces are in eV/Å.

Atom charges from the natural (NBO) analysis, given in e for atoms 1 to 5: 0.596, 0.023, 0.015, -0.197, -0.083

---

C5H4Li2O7 | wB97M-V/def2-TZVPD

The LUMO energy (spin up / spin down) is 1.963 / 1.720 eV. The charge is -1. The expectation value of S² is 0.765. The total energy is -734.65119 Ha. The spin multiplicity is 2.

The geometry in XYZ format:
```
18
Properties=species:S:1:pos:R:3:forces:R:3
O -1.0921 0.7144 -0.3000 0.6944 -0.8085 -0.3291
C -1.9756 0.2863 -1.3147 0.2679 -0.1618 0.1101
C -2.8208 -0.8076 -0.6357 0.1262 -0.0761 0.2257
O -2.3105 -0.8782 0.6771 0.4654 -0.3137 -0.5579
C -1.0399 -0.2407 0.7544 -3.0357 4.7618 4.0805
H -2.5798 1.1434 -1.6429 0.2098 -0.1321 0.0895
H -1.4167 -0.1197 -2.1701 -0.0320 0.1187 0.1000
H -2.7231 -1.7759 -1.1490 0.0440 0.0573 0.0848
H -3.8882 -0.5498 -0.5874 0.2221 -0.0660 0.0791
O -0.7418 0.2233 1.8883 0.1625 -1.6288 -2.7379
Li 0.2138 -3.0676 -1.0614 0.4595 0.4522 0.8940
O 0.8440 -1.2295 -0.5035 -0.6622 -0.5712 0.1843
O -0.4800 -2.6067 0.7679 1.0876 0.1430 -0.6831
C 0.4958 -1.7732 0.6156 0.5483 -2.3491 -1.8043
C 2.0509 -3.1378 0.7499 -1.3524 2.8313 1.8694
O 2.9141 -3.3685 1.6065 0.7450 -1.1264 -0.3985
O 1.8663 -3.8603 -0.2874 -1.1200 -0.6048 -2.1786
Li 3.0629 -4.8648 0.2324 1.1695 -0.5258 0.9720
```
Forces are in eV/Å.

Atom charges from the natural (NBO) analysis, given in e for atoms 1 to 5: -0.524, -0.095, -0.092, -0.518, 0.917

---

C17H29FOSi | wB97M-V/def2-TZVPD

The LUMO energy is 0.766 eV. The charge is 0. The total energy is -1129.74343 Ha. The spin multiplicity is 1. Its SMILES is CCCCC[Si@H](C[C@H](C)OCc1ccccc1)[C@H](C)F.

The geometry in XYZ format:
```
49
Properties=species:S:1:pos:R:3:forces:R:3
C 4.9277 -2.9316 -0.2091 -0.1168 0.1335 -0.0442
C 3.8776 -1.8073 -0.1560 0.6650 -0.5074 -0.4755
C 4.2795 -0.6373 -1.0461 0.0795 0.2621 0.1952
C 3.4683 0.6333 -0.8195 -0.4523 -0.3884 -0.0646
C 1.9431 0.4445 -1.0685 0.4591 0.3854 0.3677
Si 0.9770 1.0469 0.4189 -0.1432 -0.5041 -0.0243
C -0.8413 0.5080 0.4416 0.3394 0.3929 0.5742
C -1.3454 0.4187 1.8980 0.6638 -0.1254 -0.2134
C -0.8636 -0.8697 2.5840 -0.0567 -0.1546 -0.5860
O -2.7385 0.6528 2.0256 -0.0856 -0.0139 0.2044
C -3.5886 -0.3909 1.6231 -0.4985 0.1474 -0.3880
C -3.8052 -0.5031 0.1303 0.0756 -0.4284 -0.1858
C -3.9845 0.6226 -0.6701 -0.1249 -0.4640 -0.2588
C -4.2268 0.4634 -2.0293 0.0277 -0.2722 -0.0650
C -4.2960 -0.8080 -2.6027 0.0479 -0.0842 0.4111
C -4.1278 -1.9364 -1.8080 0.0983 0.5641 0.3534
C -3.8782 -1.7741 -0.4457 -0.0461 0.3530 -0.2343
C 1.0855 2.9359 0.6591 -0.3790 -0.2066 -0.0332
C 0.0365 3.7368 -0.0899 0.3615 0.0333 0.3541
F 2.3607 3.3812 0.2712 0.2744 -0.0104 -0.1322
H 4.7311 -3.6196 -1.0254 -0.0280 -0.1187 -0.1456
H 5.9225 -2.5283 -0.3728 0.1955 0.0990 0.0616
H 4.9581 -3.5062 0.7120 -0.0783 -0.1201 0.0931
H 2.9479 -2.2312 -0.5238 -0.3704 0.0559 0.3248
H 3.7731 -1.4929 0.8779 -0.2535 0.2386 0.1184
H 5.3207 -0.4014 -0.8281 0.1946 0.0427 -0.0384
H 4.2453 -0.9279 -2.0959 -0.0602 -0.1196 -0.1483
H 3.6383 0.9351 0.2126 0.1129 0.1933 0.1302
H 3.8369 1.4303 -1.4557 0.1180 0.1750 -0.0097
H 1.6508 0.9593 -1.9781 -0.1668 -0.0065 -0.2085
H 1.7339 -0.6143 -1.1946 -0.2359 -0.1248 -0.1054
H 1.6151 0.4384 1.6148 0.0956 0.0021 0.0158
H -0.9715 -0.4373 -0.0764 -0.1167 -0.0940 -0.2183
H -1.4194 1.2846 -0.0533 -0.1106 -0.0361 -0.2650
H -0.8828 1.2493 2.4308 -0.2923 0.2327 0.2207
H -1.6242 -1.3253 3.2068 -0.0747 0.1426 0.2992
H 0.0277 -0.6900 3.1670 0.1387 0.0910 0.2550
H -0.5883 -1.6098 1.8333 -0.0322 -0.1682 -0.0504
H -4.5592 -0.1703 2.0654 -0.0480 0.1064 0.1984
H -3.2957 -1.3652 2.0094 0.2231 -0.0890 0.0973
H -3.9326 1.6049 -0.2286 0.0156 0.1559 0.0599
H -4.3643 1.3230 -2.6671 -0.0113 0.1712 0.0032
H -4.4837 -0.9317 -3.6564 -0.0275 0.1062 -0.1825
H -4.1720 -2.9253 -2.2318 -0.0317 -0.1557 -0.1107
H -3.7358 -2.6464 0.1756 0.0360 -0.0995 0.1066
H 1.0061 3.1470 1.7246 0.0139 0.1363 0.1656
H -0.1456 3.3450 -1.0849 -0.1311 0.0333 -0.1922
H -0.8789 3.7575 0.4936 -0.2800 -0.1468 -0.0937
H 0.3866 4.7627 -0.1579 0.0162 0.1846 -0.1364
```
Forces are in eV/Å.

Atom charges from the natural (NBO) analysis, given in e for atoms 1 to 5: -0.601, -0.403, -0.388, -0.381, -0.881

---

C33H38N4SV | wB97M-V/def2-TZVPD

The LUMO energy (spin up / spin down) is 2.426 / 2.434 eV. The charge is -1. The expectation value of S² is 2.028. The total energy is -2841.24518 Ha. The spin multiplicity is 3.

The geometry in XYZ format:
```
77
Properties=species:S:1:pos:R:3:forces:R:3
V -0.5701 0.2373 -0.1658 2.9875 4.6607 1.0842
N -3.0209 3.7884 -0.4160 -0.6013 0.4723 1.6417
N 1.6205 1.7455 -1.2961 -3.8906 0.6326 -0.2348
C -0.8532 -1.7871 -0.4545 -1.2908 -0.4819 -0.5944
C -1.3789 -1.0142 -1.5507 -1.6114 -1.6178 -0.1107
C -2.3881 -0.1440 -1.0195 -1.8494 -1.1932 -1.8014
C -3.4595 0.6197 -1.8087 -0.8666 -1.5939 -0.0988
H -3.2901 0.5472 -2.8862 -0.1016 0.0002 0.1188
H -3.4141 1.7420 -1.5533 -0.3555 -0.6497 -0.2608
H -4.4578 0.2582 -1.5464 -0.2124 -0.2997 -0.1247
C -2.4623 -0.3514 0.3980 -0.7362 -0.3315 0.2915
C -3.6001 0.1612 1.2153 -0.2306 -0.0347 0.1582
H -4.4884 -0.4783 1.0759 0.0651 0.1132 0.0705
H -3.8877 1.1825 0.9239 0.0935 -0.2258 0.0414
H -3.3623 0.1758 2.2839 -0.1497 -0.0869 -0.1752
C -1.5369 -1.3846 0.7488 -0.1591 -1.3010 -0.5512
C -1.5970 -2.1885 2.0185 0.1515 0.0753 0.0749
H -1.7504 -1.5599 2.9068 -0.0196 -0.0523 -0.1643
H -0.6771 -2.7608 2.1910 -0.1109 0.1138 -0.0773
H -2.4329 -2.9156 1.9671 0.2932 0.2968 0.0681
C -1.0623 -1.1968 -2.9955 0.1363 -0.0322 -0.2334
H -1.7233 -1.9530 -3.4498 0.1416 0.1491 0.0158
H -0.0276 -1.5357 -3.1301 -0.1449 0.0941 -0.0231
H -1.1880 -0.2615 -3.5582 0.0842 -0.1738 0.1009
C 0.0231 -2.9912 -0.5862 0.4251 0.0692 0.0007
H 0.6431 -3.1222 0.3107 -0.0568 -0.0654 -0.1945
H 0.7057 -2.9028 -1.4418 -0.0784 -0.0276 0.1855
H -0.5707 -3.9124 -0.7309 0.1023 0.3039 0.0835
C -3.2143 4.8695 0.3330 0.6645 0.5676 0.2047
H -4.2620 5.1787 0.4407 0.4075 0.2535 -0.1476
C -2.1577 5.5890 0.9224 -0.4224 -0.0018 0.0000
H -2.3670 6.5607 1.3998 0.2008 -0.6200 -0.1570
C -0.8526 5.0619 0.8360 -0.0287 -0.9180 -0.5061
H -0.0013 5.6606 1.2297 -0.6096 -0.7202 -0.2908
C -0.6778 3.7836 0.2406 -0.3165 0.5063 0.1790
H 0.2798 3.2315 0.1913 -0.6018 0.6331 0.0070
C -1.8198 3.1672 -0.3710 -0.6932 0.2430 -1.8641
C -1.9655 1.9380 -1.1998 6.8088 2.2385 2.2739
H -1.3505 2.0588 -2.1152 -0.6023 -0.3369 0.0375
C 1.6106 0.4848 -0.9072 0.8884 -0.0811 0.9380
C 2.3115 1.9259 -2.4538 1.4425 -1.1687 1.2202
H 2.1065 2.7798 -3.0804 0.6670 0.1506 0.0426
C 3.1363 0.8375 -2.5450 -0.0260 0.3484 -0.0395
H 4.0171 0.7449 -3.1572 -0.0736 -0.1174 0.2604
N 2.7141 -0.1073 -1.5645 -0.5883 2.2167 -1.2629
C 3.2263 -1.3831 -1.3825 0.0867 0.1314 -0.4838
C 3.5126 -2.1089 -2.5404 -0.0412 -0.6051 0.9892
C 3.9928 -3.4019 -2.3567 0.1637 -0.0276 -0.1373
H 4.1855 -4.0274 -3.2385 -0.0178 0.2099 0.3415
C 4.2184 -3.9298 -1.0800 -0.1779 0.3659 0.1490
C 4.8055 -5.3132 -0.9762 0.0616 -0.1533 0.0572
H 4.3997 -5.8694 -0.1233 0.0617 0.0765 -0.1407
H 5.8989 -5.2784 -0.8626 -0.2125 0.0099 0.0197
H 4.5951 -5.8745 -1.8955 0.0353 0.0277 0.2507
C 3.9152 -3.1518 0.0552 0.1682 -0.4330 -0.2545
H 4.0671 -3.5787 1.0628 -0.0457 0.2812 -0.5700
C 3.4187 -1.8548 -0.0860 0.1512 -0.2899 -0.1479
C 3.0829 -0.9537 1.0599 0.1301 -0.1595 0.8926
H 3.1692 0.0990 0.7765 -0.0643 -0.2843 0.1352
H 3.7361 -1.1263 1.9270 -0.0123 -0.1905 -0.1894
H 2.0482 -1.1076 1.4007 0.2591 0.1467 -0.1601
C 3.1548 -1.5421 -3.8671 0.2162 -0.5035 -1.3184
H 3.6351 -0.5827 -4.0915 -0.3784 -0.8424 -0.0478
H 2.0641 -1.4057 -3.9554 0.3882 0.0886 0.0340
H 3.4847 -2.2321 -4.6537 -0.2190 -0.0911 0.0704
S 0.2016 1.0109 2.0187 -0.6312 0.0711 0.7589
C -1.0366 1.4623 3.1277 2.6051 -0.4124 -0.8299
N -0.8149 1.1401 4.4479 -0.6733 -0.0511 0.4390
C -1.6324 1.5668 5.4561 -0.3293 0.6165 -0.4509
C -2.6951 2.3903 5.1498 0.3801 -0.7224 1.4192
C -2.9935 2.6825 3.8115 0.6718 -0.0213 -1.6528
C -2.1344 2.2504 2.8073 -1.5923 0.7439 0.5620
H 0.0081 0.5763 4.6529 -0.3097 0.2111 -0.2472
H -1.3676 1.2261 6.4549 -0.1266 0.2483 -0.2046
H -3.2999 2.8095 5.9539 0.1059 -0.3358 -0.1782
H -3.8855 3.2512 3.5480 0.3414 0.0258 0.1150
H -2.2609 2.4931 1.7495 -0.1267 -0.1390 0.5932
```
Forces are in eV/Å.

Atom charges from the Mulliken analysis, given in e for atoms 1 to 5: -0.569, -0.559, -0.179, 0.994, 1.178

---

C4H4N2 | wB97M-V/def2-TZVPD

The LUMO energy is -0.036 eV. The charge is 0. The total energy is -264.14979 Ha. The spin multiplicity is 1. Its SMILES is C#C/C=N\N=C.

The geometry in XYZ format:
```
10
Properties=species:S:1:pos:R:3:forces:R:3
C -2.3387 -0.4937 0.0923 3.9562 0.5622 -1.9007
C 0.6739 1.0332 -0.1081 1.0298 0.0186 0.6289
C 1.6618 -0.0368 -0.1150 1.9271 -0.3854 0.0212
C 2.7062 -0.6707 -0.0557 -1.1569 0.7261 0.2848
H -2.7551 -1.5027 -0.0064 -0.0068 0.4354 0.0833
H -3.0302 0.3322 0.6559 2.4201 -1.7270 -1.5560
H 1.0562 2.0454 0.1723 -0.2636 -0.8960 -0.4847
H 3.6450 -1.2020 0.1119 -0.9463 0.3249 -0.3331
N -1.0451 -0.4316 -0.5070 -5.8748 2.1121 3.8064
N -0.5741 0.9268 -0.2401 -1.0849 -1.1708 -0.5501
```
Forces are in eV/Å.

Atom charges from the natural (NBO) analysis, given in e for atoms 1 to 5: -0.084, 0.028, -0.092, -0.178, 0.183

---

C6H9NO | wB97M-V/def2-TZVPD

The LUMO energy is 0.486 eV. The charge is 0. The total energy is -363.91678 Ha. The spin multiplicity is 1. Its SMILES is c1ccncc1.CO.

The geometry in XYZ format:
```
17
Properties=species:S:1:pos:R:3:forces:R:3
C 3.3166 0.1867 0.7084 -4.4106 2.7221 -2.6366
C -0.5981 1.1192 -0.2940 -1.6821 2.3517 1.7522
C -1.9804 1.2695 0.1250 -1.5809 -3.3282 -1.7127
C -2.6452 -0.0580 0.1414 2.1064 3.4952 1.4052
C -1.8394 -1.1639 0.1492 -1.3807 -3.6291 1.9387
C -0.4827 -1.2184 -0.1186 -2.0649 0.1972 0.1245
H 1.6984 -0.0761 -0.6192 2.1096 -0.0663 0.3500
H 4.3107 0.1911 0.4573 2.5269 -0.1488 0.3640
H 2.9416 1.2764 0.9401 0.9890 -1.7973 -0.1441
H 2.9424 -0.4312 1.4901 0.1912 -0.8347 0.5661
H 0.0000 2.0947 -0.3596 -0.4413 -1.8859 -0.2065
H -2.8436 2.0518 0.3258 3.0219 -0.6752 -0.6646
H -3.6617 0.0237 0.5002 -0.1566 -0.9195 -0.2159
H -2.1739 -2.0796 0.6943 -0.5926 0.4490 -1.1884
H 0.1463 -2.1084 -0.1485 -0.2512 0.1868 0.1415
N 0.0216 -0.0742 -0.3545 2.6746 3.7660 -1.3627
O 2.7330 -0.1541 -0.6333 -1.0587 0.1169 1.4894
```
Forces are in eV/Å.

Atom charges from the natural (NBO) analysis, given in e for atoms 1 to 5: -0.247, 0.025, -0.239, -0.179, -0.248